The following is a DFT calculation (wB97M-V/def2-TZVPD) of an isolated molecule of C10H22N4.

As for the lowest unoccupied orbital energy (spin up / spin down): 0.6 / 0.6 eV. The value obtained for the energy above the lowest of the compared OMol25 structures with the same formula, charge and spin is 82.5 kcal per mole. As for the calculated total energy: -613.045568 Ha. The calculation puts the max |F| at 4.7 eV/Å. For the orbital gap (spin up / spin down), the calculation gives 0.298 / 0.298 Ha.

Atoms and positions in Å:
C  -0.488  1.838  -0.460
C  -1.595  0.562  1.579
C  -1.676  1.354  -1.271
C  -2.855  0.349  0.685
C  -0.265  1.044  0.890
C  -2.336  0.070  -0.766
C  2.560  -1.536  0.571
C  1.720  -0.511  -1.629
C  2.693  0.887  0.102
C  1.826  -0.275  -0.131
N  0.557  -0.101  0.702
N  -1.310  -0.962  -0.777
N  -0.614  -2.881  0.292
N  -1.459  -1.936  0.058
H  0.448  1.705  -0.993
H  -0.508  2.947  -0.241
H  -1.818  1.156  2.493
H  -1.404  -0.436  1.951
H  -2.371  2.084  -1.354
H  -1.261  1.139  -2.312
H  -3.521  -0.461  0.918
H  -3.533  1.199  0.708
H  0.180  1.743  1.750
H  -3.320  -0.129  -1.312
H  3.257  -1.252  1.417
H  1.710  -2.069  1.142
H  3.013  -2.200  -0.101
H  1.389  -1.440  -1.998
H  2.703  -0.284  -2.060
H  1.121  0.286  -1.974
H  3.734  0.706  0.139
H  2.658  1.559  -0.801
H  2.421  1.594  0.941
H  0.344  -0.854  1.246
H  0.364  -2.699  0.302
H  -2.362  -2.198  0.295

Results of the natural (NBO) charge analysis, in e, for atoms 1 through 6: -0.4225 -0.4175 -0.3939 -0.4208 -0.0077 -0.0912